Molecular formula: C65H74N2O15
Method: DFT, ωB97M-V/def2-TZVPD

Structure (XYZ):
```
156
C65H74N2O15 ωB97M-V/def2-TZVPD
C 4.62 -0.59 1.14
C 3.52 -1.50 1.95
C 4.02 -2.06 3.41
C 5.50 -1.52 3.89
C 5.27 0.02 4.45
C 6.52 0.91 3.87
C 6.15 2.50 4.06
C 5.23 3.12 2.81
C 3.65 3.26 3.23
C 2.60 3.14 1.96
C 1.66 1.80 2.08
C 0.03 2.14 2.06
C -0.85 1.16 3.05
C -2.42 0.98 2.60
C -2.80 0.61 1.05
C -1.71 -0.32 0.26
C -1.35 -1.74 1.02
C -2.53 -2.82 0.57
C 0.14 -2.29 0.56
C 0.49 -3.81 1.07
C 1.17 -3.91 2.56
C 0.50 -3.67 3.86
C -1.11 -3.53 4.13
C 1.48 -3.57 5.22
C -3.25 2.41 2.86
C -2.77 3.96 2.69
O -1.99 4.48 3.68
O -3.09 4.84 1.56
N -4.56 2.31 3.32
C -4.85 0.81 3.47
C -3.39 0.07 3.61
N -3.71 -1.35 3.22
C -4.34 -1.95 4.32
O -5.08 -2.66 5.19
H 4.64 0.49 1.62
H 4.19 -0.45 0.04
H 5.67 -1.09 1.05
H 3.15 -2.38 1.23
H 2.58 -0.83 2.14
H 3.25 -1.66 4.22
H 4.08 -3.23 3.39
H 5.82 -2.19 4.81
H 6.34 -1.61 3.08
H 4.24 0.38 3.97
H 5.17 0.04 5.62
H 7.48 0.59 4.50
H 6.64 0.58 2.73
H 5.56 2.63 5.06
H 7.17 3.09 4.10
H 5.41 2.53 1.80
H 5.67 4.21 2.63
H 3.45 4.32 3.73
H 3.38 2.46 4.06
H 3.29 3.05 0.98
H 1.98 4.14 1.82
H 1.86 1.21 3.08
H 1.89 1.11 1.15
H -0.04 3.28 2.41
H -0.32 2.13 0.94
H -0.26 0.13 3.10
H -0.74 1.62 4.14
H -2.88 1.64 0.45
H -3.85 0.10 0.95
H -0.71 0.21 -0.02
H -2.22 -0.63 -0.77
H -1.29 -1.55 2.17
H -3.60 -2.33 0.50
H -2.21 -3.25 -0.49
H -2.51 -3.75 1.30
H 0.91 -1.47 0.89
H 0.14 -2.29 -0.62
H -0.41 -4.56 1.05
H 1.29 -4.25 0.30
H 2.31 -4.25 2.61
H -1.34 -2.36 4.20
H -1.32 -3.95 5.23
H -1.80 -4.06 3.34
H 2.54 -3.98 4.93
H 1.54 -2.45 5.58
H 0.98 -4.25 6.03
H -5.23 3.08 3.55
H -5.26 0.74 4.58
H -5.68 0.35 2.79
H -2.91 0.11 4.68
C -1.28 -6.57 -3.54
C -2.19 -7.35 -4.13
C -3.56 -6.87 -4.38
O -4.39 -7.58 -4.92
C -3.89 -5.50 -3.95
C -2.98 -4.72 -3.35
C -1.61 -5.20 -3.11
O -0.77 -4.48 -2.56
H -0.26 -6.90 -3.35
H -1.96 -8.36 -4.45
H -4.90 -5.16 -4.13
H -3.21 -3.71 -3.03
C 5.32 -6.57 -3.61
C 4.41 -7.35 -4.21
C 3.04 -6.87 -4.45
O 2.21 -7.58 -4.99
C 2.71 -5.50 -4.02
C 3.62 -4.72 -3.43
C 4.99 -5.20 -3.18
O 5.83 -4.48 -2.64
H 6.34 -6.90 -3.42
H 4.64 -8.36 -4.53
H 1.70 -5.16 -4.21
H 3.39 -3.71 -3.10
C 1.77 8.30 -0.59
C 2.15 7.40 0.31
C 3.23 6.43 0.03
O 3.58 5.61 0.86
C 3.87 6.50 -1.31
C 3.48 7.40 -2.21
C 2.40 8.37 -1.93
O 2.05 9.19 -2.76
H 0.98 9.02 -0.40
H 1.70 7.34 1.30
H 4.66 5.79 -1.50
H 3.94 7.46 -3.20
C -1.58 -12.54 -5.37
C -2.49 -13.32 -5.96
C -3.86 -12.84 -6.21
O -4.69 -13.56 -6.75
C -4.19 -11.47 -5.77
C -3.28 -10.69 -5.18
C -1.91 -11.17 -4.93
O -1.07 -10.46 -4.39
H -0.56 -12.88 -5.18
H -2.26 -14.33 -6.28
H -5.20 -11.14 -5.96
H -3.51 -9.68 -4.86
C -3.12 10.39 0.01
C -2.05 10.37 0.81
C -1.73 9.19 1.64
O -0.75 9.18 2.37
C -2.64 8.03 1.56
C -3.71 8.05 0.76
C -4.03 9.23 -0.07
O -5.01 9.24 -0.80
H -3.37 11.24 -0.60
H -1.37 11.21 0.88
H -2.39 7.18 2.17
H -4.39 7.21 0.69
C -4.03 9.54 -6.72
C -3.26 8.54 -6.29
C -3.55 7.84 -5.02
O -2.84 6.92 -4.63
C -4.73 8.28 -4.26
C -5.51 9.28 -4.69
C -5.21 9.98 -5.96
O -5.92 10.90 -6.35
H -3.83 10.07 -7.65
H -2.39 8.20 -6.84
H -4.93 7.75 -3.33
H -6.38 9.62 -4.14
```

Properties
charge	0
HOMO energy	-8.690	eV
maximum force	11.14	eV Å⁻¹
Kohn-Sham gap	6.77	eV

Results of the Mulliken charge analysis, in e, for atoms 1 through 6: number 1, C, carries -0.72; number 2, C, carries 1.33; number 3, C, carries -0.10; number 4, C, carries -0.97; number 5, C, carries 0.34; number 6, C, carries -0.48


Molecular formula: C66H108F18O39
Method: DFT, ωB97M-V/def2-TZVPD

Structure (XYZ):
```
231
C66H108F18O39 ωB97M-V/def2-TZVPD
C 3.94 -9.78 -2.34
O 4.51 -11.02 -1.85
C 5.69 -10.92 -1.02
C 5.64 -9.95 0.18
O 5.67 -8.60 -0.17
C 5.79 -7.72 0.95
C 6.29 -6.35 0.43
O 6.68 -5.66 1.60
C 6.55 -4.27 1.53
H 3.19 -10.10 -3.06
H 4.64 -9.17 -2.92
H 3.59 -9.19 -1.49
H 6.52 -10.59 -1.65
H 6.06 -11.92 -0.82
H 6.41 -10.25 0.90
H 4.63 -10.10 0.56
H 6.53 -8.06 1.68
H 4.83 -7.78 1.45
H 5.50 -5.91 -0.18
H 7.24 -6.48 -0.10
H 6.96 -3.82 0.63
H 7.05 -3.77 2.36
H 5.52 -3.96 1.69
C -7.61 3.99 2.53
O -6.80 3.84 1.33
C -7.00 4.97 0.50
C -6.53 4.77 -0.88
O -5.12 4.72 -0.94
C -4.59 4.53 -2.25
C -3.13 5.05 -2.29
O -2.90 6.27 -1.65
C -1.55 6.60 -1.39
H -7.36 4.93 3.01
H -7.55 3.12 3.17
H -8.64 4.13 2.20
H -6.62 5.88 0.96
H -8.07 5.15 0.45
H -6.93 5.50 -1.58
H -6.97 3.83 -1.21
H -5.11 5.22 -2.92
H -4.78 3.50 -2.54
H -2.92 5.02 -3.36
H -2.50 4.31 -1.79
H -0.83 6.47 -2.21
H -1.22 6.02 -0.53
H -1.52 7.61 -0.99
C 4.05 -1.63 -0.33
O 2.69 -1.82 -0.14
C 2.01 -0.62 -0.32
C 0.53 -0.82 -0.06
O -0.29 0.37 -0.07
C -1.70 0.11 -0.04
C -2.54 1.43 0.08
O -2.65 1.91 1.42
C -3.56 3.03 1.56
H 4.57 -2.58 -0.22
H 4.53 -1.06 0.46
H 4.19 -1.17 -1.30
H 2.00 -0.15 -1.30
H 2.37 0.16 0.35
H 0.50 -1.29 0.93
H 0.13 -1.53 -0.79
H -1.89 -0.54 0.81
H -1.97 -0.41 -0.96
H -3.54 1.33 -0.34
H -2.02 2.23 -0.45
H -4.59 2.79 1.34
H -3.28 3.83 0.87
H -3.59 3.42 2.58
C -0.71 -0.85 5.93
C -1.17 0.11 4.82
O -2.52 0.04 4.82
C -3.42 1.13 5.05
O -3.06 2.30 5.30
C -4.91 0.65 5.05
F -4.94 -0.65 4.77
F -5.44 0.77 6.28
F -5.58 1.26 4.09
H -1.05 -1.86 5.69
H -1.12 -0.72 6.94
H 0.37 -0.91 6.00
H -0.78 -0.24 3.86
H -0.86 1.15 4.92
C -3.24 8.40 1.39
C -4.22 7.29 1.63
O -4.49 7.08 2.99
C -3.74 6.25 3.70
O -2.64 5.82 3.26
C -4.30 5.82 5.01
F -5.06 6.75 5.57
F -4.97 4.70 4.74
F -3.27 5.58 5.81
H -2.20 8.08 1.29
H -3.26 9.13 2.21
H -3.41 8.88 0.43
H -3.87 6.37 1.16
H -5.22 7.55 1.29
C 3.05 -1.31 -8.57
C 3.39 -0.46 -7.35
O 2.13 -0.10 -6.68
C 1.84 -0.72 -5.49
O 2.54 -1.61 -5.00
C 0.58 -0.21 -4.84
F -0.36 -1.06 -4.91
F 0.80 0.03 -3.58
F 0.15 0.94 -5.40
H 3.93 -1.52 -9.18
H 2.49 -0.59 -9.16
H 2.52 -2.24 -8.35
H 3.82 0.43 -7.81
H 4.15 -0.86 -6.68
C 6.94 3.29 -0.06
C 6.60 1.99 0.66
O 5.69 2.36 1.62
C 5.27 1.46 2.58
O 5.53 0.23 2.62
C 4.47 2.13 3.66
F 5.13 1.76 4.77
F 4.47 3.45 3.62
F 3.26 1.68 3.73
H 6.19 3.51 -0.82
H 7.88 3.28 -0.60
H 6.93 4.17 0.58
H 7.50 1.46 0.96
H 6.02 1.30 0.04
C 0.50 3.14 1.88
C 0.27 4.57 1.54
O 1.26 5.07 0.68
C 2.42 5.54 1.14
O 2.74 5.63 2.33
C 3.32 6.14 0.03
F 4.10 5.22 -0.46
F 2.58 6.73 -0.93
F 4.12 7.09 0.53
H -0.36 2.69 2.38
H 1.37 2.90 2.47
H 0.51 2.60 0.93
H 0.21 5.22 2.41
H -0.69 4.66 1.03
C 0.99 -4.19 -3.94
C 0.96 -3.85 -2.48
O 1.69 -4.80 -1.69
C 1.22 -5.28 -0.47
O 0.19 -4.86 0.07
C 2.09 -6.34 0.19
F 2.42 -6.08 1.42
F 1.40 -7.49 0.21
F 3.21 -6.57 -0.56
H 0.71 -5.21 -4.19
H 1.94 -4.03 -4.46
H 0.19 -3.67 -4.46
H -0.07 -3.75 -2.13
H 1.31 -2.83 -2.29
C 0.75 3.52 -2.01
C 0.91 3.75 -3.53
C -0.35 3.87 -4.30
O -0.39 5.28 -4.74
C 0.70 5.89 -4.31
O 0.82 7.09 -4.40
O 1.46 5.05 -3.64
H 0.23 2.58 -1.84
H 0.11 4.21 -1.45
H 1.69 3.46 -1.46
H 1.59 2.99 -3.92
H -1.11 3.51 -3.61
H -0.43 3.26 -5.20
C -5.82 -1.49 1.51
C -7.29 -1.02 1.60
C -7.42 0.52 1.53
O -8.48 0.68 0.57
C -8.81 -0.46 -0.09
O -9.69 -0.55 -0.97
O -8.01 -1.48 0.48
H -5.32 -1.28 0.57
H -5.86 -2.57 1.70
H -5.30 -1.07 2.37
H -7.70 -1.38 2.54
H -6.49 0.98 1.21
H -7.69 0.98 2.48
C -5.54 -0.97 -1.93
C -4.96 -1.01 -3.38
C -5.58 -0.01 -4.43
O -4.72 1.12 -4.40
C -3.57 0.76 -3.73
O -2.66 1.56 -3.55
O -3.68 -0.53 -3.33
H -6.59 -1.25 -1.87
H -5.47 0.02 -1.48
H -4.88 -1.66 -1.40
H -4.94 -2.01 -3.81
H -6.61 0.17 -4.11
H -5.55 -0.48 -5.41
C 7.36 -1.04 -2.51
C 6.62 0.02 -3.37
C 5.49 -0.42 -4.31
O 4.44 0.54 -4.02
C 4.71 1.14 -2.82
O 3.94 1.86 -2.18
O 5.88 0.73 -2.40
H 8.09 -1.62 -3.08
H 6.62 -1.71 -2.07
H 7.93 -0.62 -1.68
H 7.28 0.74 -3.84
H 5.03 -1.40 -4.18
H 5.72 -0.40 -5.37
C -2.21 -2.75 2.20
C -2.48 -4.25 2.13
C -1.69 -5.05 3.16
O -2.63 -5.87 3.78
C -3.90 -5.42 3.48
O -4.95 -5.85 4.03
O -3.82 -4.44 2.56
H -3.02 -2.33 1.61
H -1.21 -2.49 1.85
H -2.40 -2.37 3.20
H -2.27 -4.71 1.17
H -1.31 -4.31 3.85
H -0.84 -5.50 2.65
C 3.00 -1.94 3.23
C 2.37 -3.28 3.49
C 3.20 -4.18 4.28
O 2.36 -4.67 5.31
C 1.15 -4.04 5.26
O 0.22 -4.22 6.08
O 1.21 -3.15 4.21
H 2.35 -1.28 2.66
H 3.91 -2.09 2.66
H 3.24 -1.40 4.14
H 2.08 -3.70 2.53
H 3.97 -3.58 4.76
H 3.62 -5.00 3.68
```

Properties
charge	0
HOMO energy	-9.729	eV
maximum force	6.38	eV Å⁻¹
Kohn-Sham gap	9.55	eV

Results of the Mulliken charge analysis, in e, for atoms 1 through 6: number 1, C, carries -0.47; number 2, O, carries -0.41; number 3, C, carries -0.62; number 4, C, carries -0.49; number 5, O, carries -0.24; number 6, C, carries -0.75